(1)
Density functional theory data (ωB97M-V/def2-TZVPD) for a 17-piece molecular cluster, C30H94O17 overall at a distorted geometry.

Bonds (Å) are listed after each position.
CARTESIAN COORDINATES (ANGSTROEM)
1 H 0.895 4.824 -2.871  C84 1.102
2 H -2.495 -6.323 0.495  C93 1.126
3 C 0.831 -3.538 -2.784  C23 1.499, H37 1.078, O113 1.435, C125 1.535
4 C 4.291 1.375 -4.058  O24 1.433, H66 1.063, C134 1.526, C136 1.551
5 H 5.969 1.906 0.285  C92 1.076
6 H -4.488 -5.308 0.007  C18 1.113
7 C -4.401 -2.164 -2.054  H10 1.072, C12 1.597, O57 1.399, C68 1.552
8 H -2.510 2.093 2.813  O36 0.987
9 H 0.974 -5.549 2.852  C104 1.071
10 H -4.105 -3.116 -2.448  C7 1.072
11 H -2.341 -4.139 0.162  O101 0.976
12 C -5.795 -2.400 -1.312  C7 1.597, H26 1.076, H52 1.067, H124 1.081
13 H 1.091 6.043 4.358  C114 1.089
14 H -1.589 4.987 -1.955  C69 1.143
15 H -3.947 -0.731 5.635  C122 1.068
16 O -0.920 -0.274 -1.609  H61 0.970, H100 0.989
17 H -4.389 -0.026 1.900  C33 1.041
18 C -3.993 -4.910 0.920  H6 1.113, C93 1.506, O101 1.491, C141 1.513
19 H -3.860 -6.958 1.570  C93 1.135
20 H 6.465 -0.268 -0.513  C97 1.108
21 H 3.673 2.063 0.165  O121 0.994
22 H -0.373 0.766 -0.392  O60 0.990
23 C -0.263 -3.597 -3.808  C3 1.499, H75 1.130, H118 1.075, H139 1.103
24 O 2.883 1.484 -4.298  C4 1.433, H34 0.965
25 H -5.593 -3.560 1.579  C141 1.132
26 H -6.556 -2.843 -1.930  C12 1.076
27 H -4.721 2.694 -2.025  C74 1.084
28 H 6.912 0.290 2.046  C35 1.105
29 H -2.704 1.607 -3.215  O87 0.961
30 H -2.917 4.936 -0.719  C69 1.123
31 H 4.749 -0.019 -0.943  C97 1.052
32 H -1.605 2.063 1.661  O36 0.943
33 C -3.582 -0.630 2.162  H17 1.041, H98 1.107, H106 1.101, C131 1.519
34 H 2.766 1.506 -5.256  O24 0.965
35 C 5.971 0.858 2.160  H28 1.105, H81 1.098, C92 1.530, H110 1.067
36 O -1.909 2.686 2.301  H8 0.987, H32 0.943
37 H 1.122 -4.565 -2.635  C3 1.078
38 H -5.437 -1.481 -3.830  C68 1.059
39 C -2.578 2.947 -1.730  C69 1.597, C74 1.529, O87 1.465, H119 1.128
40 H 0.607 0.794 0.822  O60 0.976
41 C 1.318 3.885 4.153  C44 1.482, H67 1.098, O103 1.441, C114 1.534
42 H 2.669 -2.328 -2.507  C125 1.095
43 H 0.821 1.226 -4.067  O105 0.966
44 C 2.331 3.966 3.074  C41 1.482, H108 1.074, H128 1.127, H137 1.107
45 H 1.472 1.919 -0.667  O46 0.983
46 O 2.271 2.402 -0.976  H45 0.983, C111 1.439
47 H 0.173 -0.003 3.305  O72 0.965
48 H -0.405 -1.779 1.366  C55 1.078
49 H 1.251 4.182 -0.524  C111 1.130
50 O -0.364 -4.431 0.736  H54 0.970, C116 1.472
51 H 1.604 1.530 2.838  O140 0.977
52 H -6.254 -1.501 -0.965  C12 1.067
53 H 0.197 -2.159 -1.449  O113 0.964
54 H 0.099 -4.024 -0.014  O50 0.970
55 C 0.511 -2.234 1.705  H48 1.078, H59 1.125, C116 1.562, H117 1.090
56 H 2.085 3.581 -3.494  C84 1.112
57 O -3.426 -1.643 -1.196  C7 1.399, H65 0.969
58 H 1.357 -4.078 3.650  C104 1.090
59 H 1.418 -2.142 1.047  C55 1.125
60 O -0.047 1.340 0.345  H22 0.990, H40 0.976
61 H -1.803 -0.675 -1.652  O16 0.970
62 H 5.184 -0.958 0.533  C97 1.117
63 H -2.979 0.455 4.766  C122 1.092
64 H -0.407 5.197 4.734  C114 1.137
65 H -3.243 -2.320 -0.527  O57 0.969
66 H 4.389 1.344 -3.000  C4 1.063
67 H 1.755 3.873 5.160  C41 1.098
68 C -4.655 -1.147 -3.199  C7 1.552, H38 1.059, H86 1.142, H91 1.090
69 C -2.618 4.544 -1.727  H14 1.143, H30 1.123, C39 1.597, H102 1.087
70 H -0.835 -3.737 2.545  C116 1.116
71 H -4.618 -1.828 3.559  C131 1.104
72 O -0.572 -0.034 3.918  H47 0.965, H133 1.005
73 H -5.614 -5.156 2.278  C141 1.077
74 C -3.956 2.447 -1.298  H27 1.084, C39 1.529, H82 1.101, H123 1.089
75 H -1.110 -4.216 -3.390  C23 1.130
76 H 3.931 -1.208 4.204  O88 0.923
77 H 4.032 4.186 -1.561  C89 1.042
78 H -2.587 -5.865 2.260  C93 1.084
79 H -4.838 0.197 4.579  C122 1.146
80 H 2.763 0.802 2.201  O140 0.999
81 H 6.188 1.849 2.581  C35 1.098
82 H -4.085 1.381 -1.058  C74 1.101
83 H 3.348 4.515 0.011  C89 1.095
84 C 1.406 3.870 -2.662  H1 1.102, H56 1.112, H90 1.120, C111 1.521
85 H 4.491 -0.772 -4.509  C136 1.072
86 H -3.703 -0.895 -3.777  C68 1.142
87 O -2.265 2.449 -3.072  H29 0.961, C39 1.465
88 O 3.146 -1.628 4.445  H76 0.923, H120 0.936
89 C 3.205 4.590 -1.072  H77 1.042, H83 1.095, C111 1.457, H132 1.053
90 H 0.575 3.120 -2.712  C84 1.120
91 H -4.902 -0.184 -2.755  C68 1.090
92 C 5.458 1.074 0.735  H5 1.076, C35 1.530, C97 1.474, O121 1.465
93 C -3.164 -6.085 1.369  H2 1.126, C18 1.506, H19 1.135, H78 1.084
94 H 2.706 -3.579 -3.826  C125 1.104
95 H 4.558 2.627 -5.725  C134 1.148
96 H -4.366 -4.010 2.789  C141 1.046
97 C 5.432 -0.107 -0.147  H20 1.108, H31 1.052, H62 1.117, C92 1.474
98 H -2.628 -0.069 2.123  C33 1.107
99 H 1.758 -2.130 -4.036  C125 1.076
100 H -0.613 -0.011 -2.511  O16 0.989
101 O -3.183 -3.745 0.461  H11 0.976, C18 1.491
102 H -3.332 4.948 -2.441  C69 1.087
103 O 0.371 2.817 3.955  C41 1.441, H126 0.972
104 C 1.177 -4.513 2.667  H9 1.071, H58 1.090, C116 1.519, H130 1.136
105 O -0.031 0.812 -4.253  H43 0.966, H135 1.012
106 H -3.495 -1.449 1.431  C33 1.101
107 H -1.787 -1.551 3.936  O112 0.982
108 H 3.086 3.203 3.080  C44 1.074
109 H 5.038 0.324 -5.799  C136 1.104
110 H 5.283 0.172 2.602  C35 1.067
111 C 2.005 3.786 -1.267  O46 1.439, H49 1.130, C84 1.521, C89 1.457
112 O -2.586 -2.102 3.786  H107 0.982, C131 1.387
113 O 0.369 -3.106 -1.496  C3 1.435, H53 0.964
114 C 0.502 5.180 4.052  H13 1.089, C41 1.534, H64 1.137, H129 1.117
115 H 6.024 0.191 -4.362  C136 1.089
116 C 0.102 -3.723 1.940  O50 1.472, C55 1.562, H70 1.116, C104 1.519
117 H 0.832 -1.978 2.714  C55 1.090
118 H -0.647 -2.608 -3.982  C23 1.075
119 H -1.709 2.586 -1.108  C39 1.128
120 H 2.552 -1.200 3.862  O88 0.936
121 O 4.097 1.583 0.925  H21 0.994, C92 1.465
122 C -3.795 -0.266 4.685  H15 1.068, H63 1.092, H79 1.146, C131 1.529
123 H -4.167 2.876 -0.319  C74 1.089
124 H -5.483 -3.038 -0.496  C12 1.081
125 C 2.095 -2.831 -3.292  C3 1.535, H42 1.095, H94 1.104, H99 1.076
126 H -0.444 3.087 3.500  O103 0.972
127 H 6.044 2.540 -4.723  C134 1.096
128 H 2.820 4.981 3.039  C44 1.127
129 H 0.242 5.427 2.994  C114 1.117
130 H 2.258 -4.495 2.322  C104 1.136
131 C -3.666 -1.268 3.537  C33 1.519, H71 1.104, O112 1.387, C122 1.529
132 H 3.147 5.607 -1.342  C89 1.053
133 H -0.529 0.781 4.503  O72 1.005
134 C 4.953 2.617 -4.647  C4 1.526, H95 1.148, H127 1.096, H138 1.067
135 H -0.635 1.623 -4.206  O105 1.012
136 C 4.992 0.154 -4.709  C4 1.551, H85 1.072, H109 1.104, H115 1.089
137 H 1.801 3.889 2.105  C44 1.107
138 H 4.585 3.447 -4.088  C134 1.067
139 H 0.163 -4.132 -4.674  C23 1.103
140 O 1.906 0.615 2.679  H51 0.977, H80 0.999
141 C -4.927 -4.380 1.987  C18 1.513, H25 1.132, H73 1.077, H96 1.046

The calculation puts the energy at -2478.45923 Eh. Its energy above the lowest of the compared OMol25 structures with the same formula, charge and spin is 4.7 kcal per mole.

=====

(2)
Density functional theory data (ωB97M-V/def2-TZVPD) for a 19-piece molecular cluster, C30H98O19 overall at a distorted geometry.

Bonds (Å) are listed after each position.
CARTESIAN COORDINATES (ANGSTROEM)
1 C 4.515 0.996 0.235  C30 1.549, H38 1.090, H73 1.090, H78 1.090
2 H -4.984 1.699 0.746  C80 1.090
3 H -2.077 4.203 5.320  C67 1.090
4 O 0.861 5.195 0.485  H52 0.960, C97 1.406
5 H 4.137 -1.763 -0.690  C11 1.090
6 H 5.431 -0.993 -1.450  C11 1.090
7 H 1.852 3.814 3.330  C14 1.090
8 H -2.779 -1.336 4.609  C51 1.090
9 H 4.053 0.898 -5.409  C64 1.090
10 H -3.238 3.286 -6.457  C102 1.090
11 C 4.341 -0.982 -1.422  H5 1.090, H6 1.090, C30 1.516, H76 1.090
12 H 7.192 2.036 3.312  O31 0.960
13 H -4.123 -2.723 -2.594  C36 1.090
14 C 1.569 2.906 2.797  H7 1.090, H49 1.090, H75 1.090, C103 1.536
15 O 2.679 0.093 -4.259  C64 1.404, H132 0.960
16 H -0.620 -1.500 0.457  O130 0.960
17 O 1.558 -3.410 -0.489  H44 0.960, C69 1.380
18 H 5.602 -3.759 2.817  O84 0.957
19 H 0.736 -0.122 4.520  C125 1.090
20 H 3.579 0.880 -2.854  O106 0.960
21 O 1.701 -2.256 -3.359  H136 0.957, H138 0.957
22 O 2.987 -2.394 2.097  H28 0.957, H119 0.957
23 H -1.412 3.997 1.663  C140 1.090
24 H -3.202 -5.017 -0.091  C25 1.090
25 C -3.861 -5.133 0.770  H24 1.090, O56 1.416, H65 1.090, H121 1.090
26 O 0.691 2.401 4.957  H41 0.960, C103 1.427
27 H 0.011 -5.607 -0.658  C40 1.090
28 H 2.118 -2.358 2.497  O22 0.957
29 H -3.712 -0.105 5.462  C51 1.090
30 C 3.823 0.381 -1.007  C1 1.549, C11 1.516, H101 1.090, O106 1.391
31 O 6.317 1.650 3.385  H12 0.960, C129 1.454
32 O -3.942 -2.050 6.177  H37 0.960, C51 1.414
33 H -2.400 0.115 1.706  O145 0.960
34 H -0.760 -0.089 -5.652  C93 1.090
35 H 1.313 -2.674 4.297  O98 0.957
36 C -3.131 -2.568 -3.017  H13 1.090, O39 1.410, C104 1.535, C112 1.547
37 H -4.433 -1.612 6.876  O32 0.960
38 H 5.587 0.904 0.065  C1 1.090
39 O -3.300 -2.991 -4.351  C36 1.410, H147 0.960
40 C 0.807 -5.504 -1.396  H27 1.090, H47 1.090, H63 1.090, C69 1.542
41 H -0.227 2.388 4.676  O26 0.960
42 H -3.809 -2.088 2.489  C55 1.090
43 H -4.891 -1.074 3.411  C55 1.090
44 H 0.834 -3.565 0.122  O17 0.960
45 H -1.624 -1.001 -2.801  C112 1.090
46 H 3.389 -6.122 -0.173  C124 1.090
47 H 0.265 -5.133 -2.266  C40 1.090
48 H -2.935 -0.585 -3.842  C112 1.090
49 H 0.551 2.971 2.412  C14 1.090
50 H -4.010 -0.523 0.587  C109 1.090
51 C -3.155 -1.034 5.587  H8 1.090, H29 1.090, O32 1.414, H126 1.090
52 H 0.541 4.917 -0.377  O4 0.960
53 H 2.169 -5.570 0.950  C124 1.090
54 H 0.068 0.553 3.081  C125 1.090
55 C -4.610 -1.355 2.396  H42 1.090, H43 1.090, H90 1.090, C109 1.543
56 O -3.147 -4.452 1.785  C25 1.416, H85 0.960
57 H -2.845 -0.039 -7.060  O60 0.960
58 H 4.480 -2.748 2.717  O84 0.957
59 H 2.722 4.762 -0.272  C97 1.090
60 O -2.928 0.914 -7.145  H57 0.960, C118 1.414
61 C 0.037 0.237 0.351  H74 1.090, H94 1.090, H117 1.090, O130 1.409
62 H -5.117 1.702 2.486  C80 1.090
63 H 1.120 -6.527 -1.607  C40 1.090
64 C 3.461 -0.017 -5.420  H9 1.090, O15 1.404, H100 1.090, H122 1.090
65 H -4.839 -4.706 0.549  C25 1.090
66 H 1.489 2.445 -4.128  C134 1.090
67 C -2.226 4.593 4.314  H3 1.090, H70 1.090, C133 1.512, H142 1.090
68 H -1.670 3.178 -7.355  C102 1.090
69 C 2.000 -4.624 -0.973  O17 1.380, C40 1.542, H110 1.090, C124 1.531
70 H -3.052 5.305 4.313  C67 1.090
71 H 0.485 3.775 -4.572  C134 1.090
72 H 2.305 6.453 0.010  C97 1.090
73 H 4.319 0.436 1.149  C1 1.090
74 H 0.975 -0.085 0.804  C61 1.090
75 H 2.284 2.838 1.977  C14 1.090
76 H 3.882 -1.337 -2.345  C11 1.090
77 H -1.776 3.502 -5.541  C102 1.090
78 H 4.361 2.044 0.494  C1 1.090
79 H 2.683 5.448 1.424  C97 1.090
80 C -5.255 1.080 1.601  H2 1.090, H62 1.090, C109 1.545, H127 1.090
81 O 0.110 4.423 -2.011  H89 0.960, C137 1.363
82 H 3.562 -4.586 0.633  C124 1.090
83 H 4.407 2.303 3.402  C129 1.090
84 O 5.379 -2.852 3.028  H18 0.957, H58 0.957
85 H -3.797 -4.333 2.481  O56 0.960
86 H -0.222 1.043 -6.866  C93 1.090
87 H -3.152 4.412 1.479  C140 1.090
88 H -1.571 2.697 -3.137  C96 1.090
89 H -0.546 4.763 -2.624  O81 0.960
90 H -5.448 -1.883 1.940  C55 1.090
91 O -1.972 2.227 3.824  H115 0.960, C133 1.472
92 H 1.974 4.082 -3.585  C134 1.090
93 C -0.739 0.970 -5.910  H34 1.090, H86 1.090, C118 1.612, H144 1.090
94 H -0.196 1.228 0.741  C61 1.090
95 H -0.243 -3.245 2.224  O111 0.957
96 C -0.796 2.382 -2.437  H88 1.090, H128 1.090, H135 1.090, C137 1.534
97 C 2.243 5.448 0.427  O4 1.406, H59 1.090, H72 1.090, H79 1.090
98 O 0.519 -2.805 3.779  H35 0.957, H131 0.957
99 H -3.741 3.349 3.566  C133 1.090
100 H 2.816 -0.194 -6.280  C64 1.090
101 H 2.744 0.265 -0.901  C30 1.090
102 C -2.189 2.995 -6.414  H10 1.090, H68 1.090, H77 1.090, C118 1.486
103 C 1.529 1.871 3.931  C14 1.536, O26 1.427, H120 1.090, C125 1.533
104 C -2.135 -3.553 -2.390  C36 1.535, H105 1.090, H141 1.090, H146 1.090
105 H -1.084 -3.423 -2.645  C104 1.090
106 O 4.109 1.178 -2.111  H20 0.960, C30 1.391
107 H 5.309 2.756 4.873  C129 1.090
108 H 1.718 -0.182 3.133  C125 1.090
109 C -4.265 -0.105 1.561  H50 1.090, C55 1.543, C80 1.545, O145 1.411
110 H 2.644 -4.415 -1.827  C69 1.090
111 O -0.568 -3.447 1.346  H95 0.957, H114 0.957
112 C -2.706 -1.085 -2.901  C36 1.547, H45 1.090, H48 1.090, H123 1.090
113 H 1.253 2.816 -1.726  C137 1.090
114 H -1.499 -3.630 1.471  O111 0.957
115 H -2.237 1.555 3.192  O91 0.960
116 H 5.573 3.618 3.300  C129 1.090
117 H 0.218 0.357 -0.717  C61 1.090
118 C -2.235 1.547 -6.088  O60 1.414, C93 1.612, C102 1.486, H139 1.090
119 H 2.836 -2.763 1.227  O22 0.957
120 H 2.526 1.732 4.350  C103 1.090
121 H -3.959 -6.191 1.013  C25 1.090
122 H 4.108 -0.879 -5.257  C64 1.090
123 H -3.278 -0.660 -2.076  C112 1.090
124 C 2.836 -5.241 0.152  H46 1.090, H53 1.090, C69 1.531, H82 1.090
125 C 0.999 0.462 3.639  H19 1.090, H54 1.090, C103 1.533, H108 1.090
126 H -2.278 -0.794 6.189  C51 1.090
127 H -6.295 0.884 1.339  C80 1.090
128 H -0.513 1.348 -2.634  C96 1.090
129 C 5.359 2.667 3.788  O31 1.454, H83 1.090, H107 1.090, H116 1.090
130 O -1.035 -0.645 0.591  H16 0.960, C61 1.409
131 H -0.168 -2.956 4.427  O98 0.957
132 H 2.172 -0.712 -4.132  O15 0.960
133 C -2.667 3.460 3.415  C67 1.512, O91 1.472, H99 1.090, C140 1.560
134 C 1.134 3.414 -3.775  H66 1.090, H71 1.090, H92 1.090, C137 1.501
135 H -1.232 2.376 -1.438  C96 1.090
136 H 1.512 -2.454 -2.442  O21 0.957
137 C 0.509 3.188 -2.430  O81 1.363, C96 1.534, H113 1.090, C134 1.501
138 H 1.341 -2.998 -3.844  O21 0.957
139 H -2.807 1.429 -5.167  C118 1.090
140 C -2.436 3.701 1.891  H23 1.090, H87 1.090, C133 1.560, H143 1.090
141 H -2.253 -3.522 -1.307  C104 1.090
142 H -1.263 4.975 3.975  C67 1.090
143 H -2.694 2.790 1.350  C140 1.090
144 H -0.256 1.420 -5.042  C93 1.090
145 O -3.146 0.492 2.179  H33 0.960, C109 1.411
146 H -2.422 -4.588 -2.576  C104 1.090
147 H -3.188 -3.943 -4.396  O39 0.960

The calculation puts the energy at -2631.20065 Eh. Its energy above the lowest of the compared OMol25 structures with the same formula, charge and spin is 134.7 kcal per mole.